(1)
Entry from the Open Molecules 2025 dataset: the molecule C5H6O4 in a non-equilibrium geometry (ωB97M-V/def2-TZVPD).

```
15
Properties=species:S:1:pos:R:3:forces:R:3
C -1.967 -0.842 -0.583 -0.555 0.519 0.757
C -0.901 -0.026 0.037 -1.911 -2.205 3.088
O -0.710 1.235 -0.416 2.964 -1.521 -2.461
C 0.714 1.174 -0.474 0.784 1.300 1.654
O 1.282 1.273 -1.713 -0.025 0.350 0.351
C 1.190 0.329 0.571 0.606 2.315 -1.456
O 2.447 0.297 1.095 -0.059 -0.332 -0.238
C 0.095 -0.414 0.967 -1.889 0.032 -1.215
O -0.031 -1.346 1.948 0.260 -0.065 -0.258
H -1.667 -1.095 -1.606 -0.097 -0.141 0.107
H -2.147 -1.725 0.025 0.095 -0.214 -0.192
H -2.905 -0.286 -0.622 -0.135 0.006 -0.181
H 0.791 1.919 -2.232 0.032 0.167 0.015
H 2.980 0.952 0.627 -0.008 -0.091 0.087
H 0.829 -1.442 2.376 -0.063 -0.121 -0.059
```
Positions in Å, forces in eV/Å.

Calculated values
**SMILES**: Cc1oc(O)c(O)c1O
**E**: -13468.221 eV
**Orbital gap (alpha / beta)**: 7.22 / 6.94 eV
**Relative energy (zero: lowest compared OMol25 entry of this formula, charge and spin)**: 98.3 kcal per mole

These are the Mulliken partial charges, in e, on atoms 1 to 2: C -1.030; C 0.140

***

(2)
Entry from the Open Molecules 2025 dataset: a structure of composition C16H44B3MnO8S4 in a non-equilibrium geometry (ωB97M-V/def2-TZVPD).

```
76
Properties=species:S:1:pos:R:3:forces:R:3
Mn -0.229 -0.055 0.228 0.064 -0.767 0.496
B -0.057 -2.567 2.448 -0.051 -0.268 0.209
H 0.236 -1.832 1.591 0.599 0.814 -0.872
H 0.141 -2.105 3.498 0.266 0.707 1.307
H -1.179 -2.839 2.345 -1.459 -0.297 -0.170
H 0.542 -3.571 2.388 1.092 -1.327 -0.304
B 1.911 0.150 -0.750 0.607 0.635 -0.563
H 1.755 1.171 -0.226 -0.084 1.360 0.485
H 1.277 0.077 -1.718 -0.709 0.005 -1.280
H 3.036 0.001 -0.989 1.379 -0.303 -0.211
H 1.571 -0.673 -0.033 -0.101 -1.586 1.331
B -2.371 -0.068 1.063 -1.264 0.342 -0.035
H -1.796 -1.030 0.865 0.587 -2.086 -0.547
H -1.608 0.632 1.531 0.927 1.537 1.272
H -2.724 0.401 0.064 -0.762 0.701 -1.083
H -3.246 -0.281 1.787 -0.932 -0.288 0.927
C 3.670 0.312 4.468 -0.934 0.103 0.994
C 3.962 1.656 3.798 -1.170 0.274 -0.687
C 2.973 1.899 2.634 0.274 -0.311 -0.200
S 1.407 1.215 3.257 1.516 0.017 0.235
O 0.659 0.652 2.160 -0.058 0.817 0.992
O 0.861 2.185 4.194 -0.170 -0.704 -0.461
C 2.237 -0.158 4.132 0.440 0.241 -1.587
H 3.728 0.436 5.551 0.412 -0.124 -0.017
H 4.393 -0.430 4.136 -0.096 -0.137 0.126
H 5.002 1.675 3.481 -0.007 0.494 0.049
H 3.659 2.476 4.450 0.820 -0.060 0.450
H 3.181 1.413 1.679 0.033 -0.301 0.152
H 2.891 2.963 2.429 -0.436 -0.019 0.064
H 2.368 -0.862 3.308 -0.603 -0.243 0.099
H 1.575 -0.605 4.866 0.164 0.143 0.211
C -2.303 5.052 -0.634 -0.514 -1.368 0.587
C -2.768 4.867 0.826 -0.464 1.723 1.146
C -2.103 3.720 1.605 -0.234 -0.129 -1.831
S -0.544 3.454 0.683 -0.226 0.248 1.118
O -0.497 2.138 0.099 -0.049 1.413 -0.516
O 0.533 3.912 1.537 -0.099 -0.186 -0.587
C -0.832 4.707 -0.601 1.213 0.412 -0.783
H -2.577 6.038 -1.002 0.405 0.142 0.064
H -2.879 4.343 -1.235 0.272 -0.109 -0.172
H -3.858 4.874 0.896 0.008 -0.578 -0.133
H -2.542 5.785 1.385 0.310 0.090 -0.225
H -2.732 2.836 1.506 0.438 -0.369 0.298
H -1.829 3.970 2.623 -0.045 -0.127 0.052
H -0.328 4.365 -1.508 -0.620 -0.509 -0.134
H -0.194 5.566 -0.378 -0.290 0.034 0.713
C -2.987 0.422 -5.072 -0.150 -0.008 0.229
C -1.581 -0.153 -5.331 -0.135 -0.071 0.704
C -1.201 -1.006 -4.118 1.200 0.640 0.167
S -2.147 -0.355 -2.714 0.685 -1.718 0.032
O -1.220 0.125 -1.701 -1.181 0.358 -1.712
O -3.127 -1.379 -2.428 -0.048 0.634 0.273
C -2.955 0.968 -3.645 1.634 0.424 0.777
H -3.725 -0.377 -5.141 -0.257 0.259 -0.265
H -3.152 1.262 -5.746 -0.469 -0.275 -0.219
H -0.929 0.721 -5.398 0.300 -0.240 -0.150
H -1.476 -0.783 -6.211 -0.271 0.365 -0.289
H -0.141 -0.907 -3.876 -0.068 0.277 0.171
H -1.297 -2.083 -4.232 -0.764 0.058 0.133
H -2.220 1.780 -3.582 0.068 -0.015 -0.199
H -3.786 1.352 -3.057 -0.576 -0.561 -0.446
C 2.332 -5.039 -0.369 0.317 0.619 -1.122
C 1.096 -5.759 -0.907 -0.195 -1.910 0.168
C -0.117 -4.868 -0.694 0.281 0.320 -0.926
S 0.479 -3.337 -1.452 0.140 -0.106 1.684
O -0.127 -2.195 -0.789 -0.302 -0.900 -1.574
O 0.468 -3.492 -2.899 0.026 0.290 0.405
C 2.124 -3.531 -0.693 -0.813 0.445 0.911
H 3.227 -5.359 -0.903 0.015 -0.318 0.176
H 2.450 -5.235 0.693 0.010 0.387 0.067
H 0.908 -6.750 -0.470 0.162 0.350 0.874
H 1.284 -6.159 -1.909 -0.360 1.107 -0.509
H -0.301 -4.646 0.360 0.092 0.092 0.041
H -1.030 -5.196 -1.186 0.023 0.061 -0.075
H 1.933 -2.987 0.239 -0.048 -0.058 0.047
H 2.847 -2.900 -1.207 0.233 -0.567 -0.353
```
Positions in Å, forces in eV/Å.

Calculated values
**E**: -110371.378 eV
**⟨S²⟩**: 8.753
**Orbital gap (alpha / beta)**: 6.91 / 7.10 eV
**Net charge**: -1
**Multiplicity**: 6

These are the Mulliken partial charges, in e, on atoms 1 to 2: Mn 1.553; B 1.636

***

(3)
Entry from the Open Molecules 2025 dataset: the ion C18H17Br2O3S2 with charge -1 in a non-equilibrium geometry (ωB97M-V/def2-TZVPD).

```
42
Properties=species:S:1:pos:R:3:forces:R:3
C 0.368 2.551 -5.870 0.259 -0.549 0.561
O 0.848 1.451 -5.057 -0.172 0.799 -0.484
C 1.542 1.785 -3.933 0.364 0.373 0.745
C 2.040 0.719 -3.153 -0.469 0.571 -0.611
C 2.725 0.991 -1.990 0.170 0.008 -0.170
C 2.940 2.291 -1.546 -0.578 0.351 0.592
C 3.609 2.422 -0.187 1.270 -2.177 -0.698
S 2.486 2.331 1.427 -0.918 0.402 0.130
C 1.484 0.873 1.799 -0.079 -0.939 -0.956
S 0.351 0.848 3.005 0.789 1.072 0.104
O 1.667 -0.242 1.046 0.122 0.091 0.441
C 1.070 -1.523 1.515 0.391 0.040 0.012
C -0.396 -1.683 1.198 -0.776 0.104 -0.244
C 1.817 -2.641 0.816 0.352 -0.178 -0.192
C 4.603 3.559 -0.105 0.240 0.283 0.492
C 5.113 4.269 -1.223 -0.386 0.705 -0.185
C 5.971 5.349 -1.104 0.134 -0.307 1.567
Br 6.490 6.394 -2.632 -0.141 -0.441 0.346
C 6.572 5.746 0.190 0.262 -1.215 0.079
O 7.458 6.597 0.315 -0.342 0.282 -0.024
C 6.132 4.860 1.314 -0.499 0.549 -1.873
Br 6.921 5.212 2.996 -0.080 -0.106 0.020
C 5.180 3.873 1.139 0.501 0.239 0.507
C 2.487 3.355 -2.342 -0.012 -0.098 0.064
C 1.787 3.117 -3.525 -0.173 -0.866 -0.190
H -0.071 2.064 -6.737 -0.014 0.156 -0.023
H -0.401 3.125 -5.324 0.293 -0.158 -0.206
H 1.192 3.221 -6.178 -0.326 -0.333 0.130
H 1.851 -0.300 -3.465 0.057 0.034 -0.114
H 3.173 0.183 -1.420 -0.308 -0.047 0.028
H 4.119 1.419 -0.028 -0.319 1.188 -0.243
H 1.221 -1.608 2.604 0.047 0.369 -0.433
H -0.731 -2.632 1.639 0.097 0.161 -0.016
H -1.034 -0.891 1.606 0.310 -0.223 -0.219
H -0.556 -1.778 0.113 0.071 0.202 0.254
H 1.470 -3.603 1.199 -0.108 0.085 0.106
H 1.614 -2.653 -0.260 0.127 0.181 0.097
H 2.893 -2.617 0.986 0.023 0.209 -0.052
H 4.814 4.058 -2.243 -0.109 -0.254 0.182
H 4.905 3.280 2.008 -0.027 0.117 -0.052
H 2.725 4.394 -2.103 -0.309 -0.438 0.258
H 1.408 3.951 -4.119 0.267 -0.242 0.269
```
Positions in Å, forces in eV/Å.

Calculated values
**SMILES**: COc1ccc([C@H](SC(=S)OC(C)C)c2cc(Br)c([O-])c(Br)c2)cc1
**E**: -186840.002 eV
**Orbital gap**: 6.03 eV
**Net charge**: -1

These are the Mulliken partial charges, in e, on atoms 1 to 2: C -0.832; O -0.458

***

(4)
Entry from the Open Molecules 2025 dataset: the molecule C3H6BrO2P in a non-equilibrium geometry (ωB97M-V/def2-TZVPD).

```
13
Properties=species:S:1:pos:R:3:forces:R:3
C -0.744 0.679 0.243 -0.176 0.358 0.358
C -0.860 1.098 2.514 1.125 4.681 -1.671
C 1.394 -1.691 -2.308 -0.056 -0.226 2.791
O -0.108 -0.274 0.633 0.452 -0.710 -0.962
O -1.357 1.476 1.170 0.537 -0.416 0.744
P -1.016 1.400 -1.387 -0.780 0.912 1.402
Br 0.123 0.020 -2.722 2.025 -2.996 -1.481
H 0.234 1.085 2.480 -0.424 -0.435 0.248
H -1.337 0.289 2.839 -1.394 -3.818 1.090
H -1.186 1.906 3.167 0.043 0.286 -0.159
H 1.328 -1.772 -1.119 0.356 0.525 -2.835
H 2.383 -1.550 -2.762 -0.283 1.168 0.571
H 1.146 -2.665 -2.748 -1.424 0.671 -0.096
```
Positions in Å, forces in eV/Å.

Calculated values
**E**: -86630.614 eV
**Orbital gap**: 5.92 eV
**Relative energy (zero: lowest compared OMol25 entry of this formula, charge and spin)**: 86.0 kcal per mole

These are the Mulliken partial charges, in e, on atoms 1 to 2: C 0.573; C -0.709

***

(5)
Entry from the Open Molecules 2025 dataset: a cluster of 18 separate species, C2H39O18 in total in a non-equilibrium geometry (ωB97M-V/def2-TZVPD).

```
59
Properties=species:S:1:pos:R:3:forces:R:3
C 0.570 0.308 0.331 -0.527 0.521 2.889
C -0.779 0.804 -0.112 -0.558 -3.188 -1.810
O -1.012 0.026 -1.315 0.077 1.838 -0.158
H 1.101 1.002 0.949 0.284 0.722 0.955
H 1.261 0.133 -0.409 1.147 -0.620 -2.294
H 0.509 -0.629 0.912 -0.122 0.351 -0.348
H -0.973 1.899 -0.191 0.486 -0.516 0.027
H -1.545 0.317 0.491 -0.139 1.018 1.189
O -3.388 2.248 1.287 0.689 0.233 -0.045
H -2.528 2.495 1.651 -0.205 -0.034 0.117
H -3.238 2.413 0.321 -0.637 -0.214 0.425
O 2.695 -1.534 -2.967 0.846 -0.207 1.095
H 2.653 -1.645 -2.001 0.364 0.335 -0.017
H 2.412 -2.407 -3.206 -0.260 -0.809 -0.744
O 2.205 0.203 3.369 -1.382 0.586 2.195
H 2.458 -0.067 2.520 1.165 -0.539 -2.372
H 1.249 0.343 3.262 0.228 0.254 0.063
O -0.921 -0.547 3.068 0.908 -0.443 0.057
H -0.707 -0.715 3.994 -0.326 0.032 -0.104
H -1.682 0.022 3.013 -0.659 0.385 0.025
O 0.571 -0.249 -3.598 -0.556 0.082 0.013
H -0.030 -0.117 -2.839 -0.104 0.141 0.085
H 1.303 -0.760 -3.213 -0.165 0.423 -0.495
O -1.666 2.073 -2.994 -1.140 0.365 -3.216
H -1.649 1.345 -3.670 0.099 1.055 0.981
H -1.251 1.666 -2.268 0.947 -1.630 1.722
O -3.666 -0.335 -1.114 -0.413 -0.441 0.327
H -3.442 -1.136 -0.600 -0.155 0.860 -0.403
H -2.817 0.150 -1.165 0.197 -0.624 -0.351
O 3.586 -0.913 1.067 -0.558 1.656 0.015
H 4.382 -1.292 1.379 1.126 -0.717 0.510
H 2.984 -1.620 0.851 -0.619 -0.859 -0.556
O 3.930 1.795 0.186 -1.222 2.241 -1.738
H 3.749 0.973 0.539 -1.047 -3.221 1.018
H 4.760 1.977 0.536 2.323 0.938 0.748
O -0.626 -2.587 -1.211 0.759 -0.509 -0.548
H -0.723 -1.623 -1.415 -0.358 0.448 0.320
H -0.823 -2.686 -0.274 -0.164 -0.006 -0.294
O 1.568 -2.538 3.197 1.418 0.043 1.683
H 1.770 -1.600 3.365 0.114 -0.288 0.101
H 0.933 -2.545 2.520 -1.307 -0.121 -1.625
O -0.687 -2.878 1.390 -0.594 0.120 1.437
H -0.796 -1.930 1.642 0.098 -0.497 0.151
H -1.071 -3.372 2.146 0.364 0.401 -0.583
O -0.852 4.673 -1.306 0.282 1.655 0.196
H 0.075 4.954 -1.346 -0.369 -0.155 -0.054
H -0.793 3.737 -1.287 0.128 -1.491 -0.207
O 2.077 -2.750 -0.330 1.461 -0.680 0.672
H 1.208 -2.625 -0.719 -1.479 -0.206 -0.321
H 2.169 -3.686 -0.063 -0.369 0.806 -0.350
O 1.777 2.325 -1.647 2.113 3.418 -0.507
H 1.326 1.575 -1.445 -2.536 -3.404 0.234
H 2.520 2.243 -1.037 0.355 0.415 -0.069
O -3.428 3.041 -1.246 -0.845 1.385 2.190
H -3.043 3.921 -1.306 0.104 -0.001 -0.161
H -3.267 2.621 -2.056 0.810 -1.131 -2.102
O -3.520 -1.774 1.538 -1.350 0.557 0.503
H -4.144 -2.494 1.478 -0.877 -0.018 0.012
H -2.742 -2.253 1.376 2.147 -0.713 -0.483
```
Positions in Å, forces in eV/Å.

Calculated values
**E**: -39563.897 eV
**Orbital gap**: 7.09 eV
**Net charge**: -1
**Relative energy (zero: lowest compared OMol25 entry of this formula, charge and spin)**: 40.9 kcal per mole

These are the Mulliken partial charges, in e, on atoms 1 to 2: C -0.024; C 0.401

***

(6)
Entry from the Open Molecules 2025 dataset: the ion C37H30NO4 with charge -1 in a non-equilibrium geometry (ωB97M-V/def2-TZVPD).

```
72
Properties=species:S:1:pos:R:3:forces:R:3
C 4.947 0.246 3.117 0.617 0.368 -0.325
C 3.645 0.967 3.419 0.122 0.001 -0.266
O 2.567 0.174 2.844 -0.504 0.849 0.256
C 1.361 0.794 2.827 1.167 -0.487 0.137
O 1.214 1.887 3.307 -0.376 0.337 -0.006
C 0.315 -0.040 2.078 0.866 1.147 1.212
C 0.894 -1.366 2.066 2.405 -7.298 0.151
N 1.331 -2.504 2.183 -2.735 6.710 -0.888
C -1.032 -0.067 2.727 -1.138 0.757 0.932
C -1.545 1.142 3.284 -0.210 -0.053 -0.656
C -2.913 1.331 3.454 -0.674 -0.695 0.360
C -3.791 0.242 3.248 -0.205 0.203 -0.552
C -3.280 -1.002 2.831 -0.501 0.472 0.627
C -1.900 -1.173 2.680 -0.360 0.367 -0.522
C 0.192 0.972 0.544 0.829 -1.373 1.329
C -0.841 0.234 -0.186 -1.303 -0.720 -0.938
C -2.074 0.792 -0.606 0.648 -0.753 -0.117
C -3.083 -0.013 -1.124 0.576 -1.474 0.036
C -2.898 -1.424 -1.191 1.451 0.272 0.710
O -3.982 -2.195 -1.475 -0.001 -0.696 -0.355
C -3.847 -3.635 -1.383 -0.391 0.838 0.377
C -1.616 -1.986 -0.889 -1.596 0.830 -0.144
C -0.630 -1.138 -0.393 -1.163 0.213 -0.514
C 1.550 1.024 0.020 0.983 0.904 -1.759
C 2.399 2.135 0.323 -0.988 -0.291 -0.321
C 3.715 2.196 -0.024 1.614 -1.433 -0.861
C 4.603 3.353 0.242 -0.030 0.537 0.455
C 4.279 4.281 1.268 0.794 -0.138 -0.719
C 5.124 5.364 1.533 -0.124 -0.085 -0.063
C 6.298 5.558 0.806 -0.211 -0.501 -0.300
C 6.631 4.653 -0.211 -0.562 -0.073 0.252
C 5.802 3.568 -0.489 -0.404 0.132 0.265
C 4.370 0.932 -0.526 0.049 -0.333 1.644
O 5.609 0.736 -0.374 -0.870 0.335 -0.736
C 3.460 -0.149 -0.959 1.128 0.794 0.030
C 4.020 -1.459 -1.385 0.715 0.056 -0.784
C 3.388 -2.664 -1.020 -0.591 0.543 0.432
C 3.833 -3.890 -1.484 0.823 -0.088 -0.535
C 4.978 -3.968 -2.296 -0.411 0.716 0.224
C 5.662 -2.793 -2.635 -0.722 0.517 0.697
C 5.210 -1.546 -2.167 -0.742 -0.877 0.209
C 2.105 0.031 -0.853 -0.321 0.569 0.905
H 5.747 0.755 3.699 -0.376 -0.405 -0.324
H 4.923 -0.820 3.380 -0.125 0.309 0.130
H 5.232 0.313 2.043 -0.314 0.038 0.617
H 3.483 1.091 4.502 -0.124 -0.208 -0.335
H 3.631 1.976 2.972 -0.008 -0.493 0.102
H -0.867 1.953 3.541 -0.155 -0.197 -0.468
H -3.333 2.321 3.739 0.512 -0.879 -0.021
H -4.889 0.384 3.368 0.940 -0.131 -0.168
H -3.987 -1.833 2.604 0.742 0.601 0.432
H -1.556 -2.180 2.483 0.338 0.131 -0.436
H -0.133 1.888 1.025 -0.140 0.157 -0.109
H -2.237 1.860 -0.576 0.055 0.104 0.243
H -4.018 0.389 -1.477 -0.203 0.138 0.110
H -4.827 -4.000 -1.709 0.309 -0.061 0.106
H -3.064 -4.032 -2.036 -0.098 0.148 0.066
H -3.664 -3.937 -0.329 -0.002 0.159 -0.609
H -1.469 -3.067 -0.968 0.165 0.521 0.075
H 0.301 -1.575 -0.128 0.439 -0.240 0.184
H 1.945 3.038 0.729 -0.099 -0.256 0.267
H 3.376 4.146 1.855 0.087 -0.007 -0.009
H 4.854 6.068 2.321 0.067 -0.138 -0.134
H 6.945 6.398 1.008 0.043 0.114 0.107
H 7.533 4.793 -0.801 -0.065 0.012 0.104
H 6.074 2.874 -1.282 -0.112 0.120 0.289
H 2.537 -2.634 -0.307 0.592 0.047 -0.637
H 3.302 -4.796 -1.221 0.020 -0.009 0.105
H 5.334 -4.919 -2.654 0.024 -0.220 -0.063
H 6.544 -2.820 -3.257 0.144 -0.117 -0.050
H 5.761 -0.647 -2.397 -0.087 0.029 -0.003
H 1.487 -0.593 -1.484 -0.222 -0.366 0.547
```
Positions in Å, forces in eV/Å.

Calculated values
**SMILES**: CCOC(=O)[C@@](C#N)(c1ccccc1)[C@H](c1ccc(OC)cc1)c1cc(-c2ccccc2)c([O-])c(-c2ccccc2)c1
**E**: -48535.830 eV
**Orbital gap**: 5.94 eV
**Net charge**: -1

These are the Mulliken partial charges, in e, on atoms 1 to 2: C -1.015; C 0.040